#A
Formula: C4H8N2OS
Source: the Open Molecules 2025 dataset
Level of theory: ωB97M-V/def2-TZVPD

```
16
C4H8N2OS ωB97M-V/def2-TZVPD
N 0.9836 -0.9338 -1.2398
C 0.5180 -1.1745 0.0504
C 1.3791 -0.8064 1.2729
O 0.2795 -0.1430 1.8972
C -0.5193 -0.2234 0.6771
C -0.7640 1.1343 0.0451
N -1.8747 1.2704 -0.5539
S -2.2371 2.6682 -1.4971
H 1.7457 -1.5327 -1.5138
H 1.3683 0.0209 -1.3580
H 0.1894 -2.2502 0.0636
H 1.7541 -1.6563 1.8518
H 2.1570 -0.0350 1.0375
H -1.5155 -0.6574 0.7695
H 0.0534 1.9073 0.1479
H -3.5174 2.4116 -1.6505
```

## Properties
SMILES string: N[C@H]1CO[C@H]1/C=N/S
gap between HOMO and LUMO: 9.84 eV
HOMO: -9.05 eV

Mulliken atomic charge list, values in e, 2 entries: -0.62, -0.10


#B
Formula: C4H8N2OS
Source: the Open Molecules 2025 dataset
Level of theory: ωB97M-V/def2-TZVPD

```
16
C4H8N2OS ωB97M-V/def2-TZVPD
C 2.4357 1.5162 -0.0494
C -1.1598 0.4428 1.1646
C -1.4095 -0.2105 -0.1082
C -0.2035 -0.1425 -0.9838
N 2.4591 2.5245 -0.5559
N 1.7914 -0.6024 0.9963
O 0.4417 -2.4863 0.1802
S 1.0575 -1.1912 -0.1670
H -1.1094 1.5769 0.9812
H -1.9195 0.2579 1.7896
H -0.1450 0.3059 1.5745
H -2.2318 0.1446 -0.6955
H -1.5458 -1.2743 0.0683
H -0.5662 -0.5658 -1.8792
H 0.0701 1.0154 -1.0889
H 2.0350 -1.3112 -1.2269
```

## Properties
gap between HOMO and LUMO (spin up / spin down): 7.19 / 7.19 eV
HOMO (spin up / spin down): -10.83 / -10.83 eV

Mulliken atomic charge list, values in e, 2 entries: 0.09, -1.14


Last place for stability: #B


#A
Formula: C4H8N2OS
Source: the Open Molecules 2025 dataset
Level of theory: ωB97M-V/def2-TZVPD

```
16
C4H8N2OS ωB97M-V/def2-TZVPD
H -0.0104 0.1948 1.8844
N -0.9472 0.0564 1.3943
C -1.0531 0.0336 0.1747
C -2.2927 0.1530 -0.6703
C 0.3940 -0.0997 -0.8218
C 1.1004 -1.3589 -0.5745
O 2.0598 -1.4651 0.1218
S 1.3428 1.4394 -0.4261
N 1.7315 0.9689 1.1996
H -2.6179 1.0310 -0.0679
H -3.0579 -0.6529 -0.5295
H -2.0542 0.2672 -1.7314
H 0.1666 0.0702 -1.8741
H 0.6709 -2.3044 -0.9844
H 2.1405 -0.0188 1.2376
H 2.4270 1.6853 1.6676
```

## Properties
SMILES string: [H]/N=C(/C)[C@H](C=O)SN
gap between HOMO and LUMO: 8.34 eV
HOMO: -7.74 eV

Mulliken atomic charge list, values in e, 2 entries: 0.46, -0.73


#B
Formula: C4H8N2OS
Source: the Open Molecules 2025 dataset
Level of theory: ωB97M-V/def2-TZVPD

```
16
C4H8N2OS ωB97M-V/def2-TZVPD
C -0.3393 -0.2483 1.0715
C 0.7091 -0.1806 -0.1785
C 0.3292 -0.7521 -1.3917
C -0.4102 1.2927 0.9348
H -1.6335 -1.9121 0.9059
H -2.3979 -0.0351 1.8819
H 0.1809 -0.7182 1.8747
H 1.6058 -0.4960 0.2152
H -0.6257 -0.1740 -1.7258
H 0.2099 -1.8358 -1.1898
H 2.0108 0.7435 -2.2257
H 1.3705 1.9284 -0.2847
N -1.7953 -0.6411 0.9290
N 0.6236 1.3302 0.0231
O 1.5470 -0.7774 -2.3539
S -1.3847 2.4758 1.5138
```

## Properties
gap between HOMO and LUMO: 7.58 eV
HOMO: -8.78 eV

Mulliken atomic charge list, values in e, 2 entries: 0.24, -0.45


#C
Formula: C4H8N2OS
Source: the Open Molecules 2025 dataset
Level of theory: ωB97M-V/def2-TZVPD

```
16
C4H8N2OS ωB97M-V/def2-TZVPD
C -0.6769 -1.7198 -0.3219
C -1.1778 -0.3812 0.0673
S -1.9759 -0.1689 1.5274
N -0.9584 0.6793 -0.7669
O -1.8083 1.7694 -0.4569
H 0.1913 -2.0162 0.2670
H -0.3266 -1.6680 -1.3551
H -1.3925 -2.4474 -0.3643
H -0.9137 0.4306 -1.7771
H -1.4595 1.8514 0.4571
C 2.0073 0.9918 -0.3745
C 1.5543 0.4452 0.7301
N 1.4008 -0.2135 1.7302
H 3.0100 1.0008 -0.6308
H 1.2802 1.2386 -1.2987
H 1.2458 0.2079 2.5671
```

## Properties
SMILES string: CC(=S)NO.C=C=N
gap between HOMO and LUMO: 8.98 eV
HOMO: -8.60 eV

Mulliken atomic charge list, values in e, 2 entries: -1.11, 0.17


#D
Formula: C4H8N2OS
Source: the Open Molecules 2025 dataset
Level of theory: ωB97M-V/def2-TZVPD

```
16
C4H8N2OS ωB97M-V/def2-TZVPD
H -0.7647 -2.5555 -0.2585
N -0.2848 -2.6443 0.5395
C 0.3488 -1.5751 0.7696
N 1.2307 -1.5856 1.8166
C 0.4488 -0.3223 -0.2554
O 1.7983 0.1419 -0.2679
C -0.5047 0.8666 0.1496
C -1.9153 0.9009 -0.5098
S -0.6710 2.1320 -1.0694
H 1.9425 -0.8873 1.7925
H 1.4627 -2.6407 1.9933
H 0.0210 -0.6674 -1.2852
H 2.2555 -0.6953 -0.6812
H -0.4488 1.2142 1.1795
H -2.6873 1.3032 0.2223
H -2.3176 0.0690 -1.1260
```

## Properties
SMILES string: [H]/N=C(/N)[C@H](O)[C@@H]1CS1
gap between HOMO and LUMO: 9.69 eV
HOMO: -9.08 eV

Mulliken atomic charge list, values in e, 2 entries: 0.24, -0.83


Last place for stability: #B


#A
Formula: C4H8N2OS
Source: the Open Molecules 2025 dataset
Level of theory: ωB97M-V/def2-TZVPD

```
16
C4H8N2OS ωB97M-V/def2-TZVPD
O -1.3121 -1.8099 -0.6878
N -0.9320 0.6038 -0.7646
N 1.0531 -1.2146 -0.4034
S -0.5434 -0.8557 0.1320
C -2.3376 1.0887 -0.7395
C -1.2006 1.7168 0.1096
C 1.9387 -1.7410 0.6440
C 2.0791 -0.3065 0.1316
H -3.0096 0.4450 -0.2304
H -2.7857 1.7343 -1.5277
H -0.8532 2.6748 -0.1818
H -1.1528 1.5691 1.1779
H 1.5088 -1.9075 1.6321
H 2.7198 -2.4227 0.3525
H 1.8465 0.4645 0.8155
H 2.9808 -0.0392 -0.4601
```

## Properties
gap between HOMO and LUMO: 9.94 eV
HOMO: -9.08 eV

Mulliken atomic charge list, values in e, 2 entries: -0.59, -0.22


#B
Formula: C4H8N2OS
Source: the Open Molecules 2025 dataset
Level of theory: ωB97M-V/def2-TZVPD

```
16
C4H8N2OS ωB97M-V/def2-TZVPD
C -1.0316 -0.7171 0.1221
C -1.4044 0.6495 -0.4619
C 0.6493 1.1984 0.3154
C 0.3397 -1.1752 -0.5142
H -1.6354 0.5814 1.7203
H -1.9015 -1.4918 -0.3043
H -1.0573 0.6786 -1.5753
H -2.5155 0.7925 -0.4161
H 1.2969 1.9487 0.9855
H 3.3119 -0.1069 -0.8044
H 0.7511 -1.8562 0.1832
H 0.6309 -1.2205 -1.5206
N -0.5750 1.5173 0.3465
N 1.2869 0.0013 -0.0854
O -1.0090 -0.8153 1.5528
S 2.8629 0.0152 0.4566
```

## Properties
gap between HOMO and LUMO: 8.83 eV
HOMO: -8.98 eV

Mulliken atomic charge list, values in e, 2 entries: 0.18, -0.57


Last place for stability: #B


#A
Formula: C4H7NS
Source: the Open Molecules 2025 dataset
Level of theory: ωB97M-V/def2-TZVPD

```
13
C4H7NS ωB97M-V/def2-TZVPD
C -0.2414 1.2093 0.0549
N -1.2152 0.1561 -0.1109
C -0.5240 -1.1724 -0.1713
C 0.8315 -0.6985 0.3800
S 2.6313 -0.0254 -0.0396
C 1.0487 0.4718 -0.3506
H -0.2780 1.5087 1.0845
H -0.7266 2.0036 -0.4553
H -1.8892 0.1381 0.5824
H -0.6280 -1.4979 -1.1884
H -1.0323 -1.9620 0.2298
H 1.0004 -0.4250 1.4349
H 1.0228 0.2936 -1.4505
```

## Properties
SMILES string: C1NC[C@H]2S[C@H]12
gap between HOMO and LUMO: 9.06 eV
HOMO: -8.68 eV

Mulliken atomic charge list, values in e, 2 entries: -0.64, -0.37


#B
Formula: C4H7NS
Source: the Open Molecules 2025 dataset
Level of theory: ωB97M-V/def2-TZVPD

```
13
C4H7NS ωB97M-V/def2-TZVPD
C 0.6658 0.9831 -0.2805
C 0.2660 0.0471 -2.6494
C -0.9942 -0.7133 -2.4830
C 0.8517 0.3576 2.0417
N 0.5211 0.1987 0.6502
S 1.4342 -0.0694 -3.7770
H 0.9330 1.9625 -0.7048
H -1.6341 -0.7542 -3.4358
H -0.9518 -1.7844 -2.1168
H -1.6192 -0.1724 -1.7311
H 0.9683 1.3216 2.5223
H -0.0078 -0.1430 2.5828
H 1.8295 -0.0230 2.0636
```

## Properties
gap between HOMO and LUMO (spin up / spin down): 7.21 / 7.14 eV
HOMO (spin up / spin down): -7.28 / -7.10 eV

Mulliken atomic charge list, values in e, 2 entries: 0.01, 0.01


Last place for stability: #B


#A
Formula: C4H7NS
Source: the Open Molecules 2025 dataset
Level of theory: ωB97M-V/def2-TZVPD

```
13
C4H7NS ωB97M-V/def2-TZVPD
C -1.2484 0.0954 0.9781
C 0.0957 -0.5559 0.6780
C 1.2976 0.3240 0.3487
N 0.6839 -0.4907 -0.6151
C 0.1858 -0.1526 -1.8298
S 0.8991 0.8335 -2.8983
H -2.0818 -0.4066 0.4695
H -1.4484 0.0598 2.0868
H -1.2470 1.1377 0.6591
H 0.2752 -1.5470 1.1430
H 2.2386 0.0212 0.7615
H 1.0837 1.3769 0.3047
H -0.7341 -0.6957 -2.0863
```

## Properties
SMILES string: C[C@@H]1CN1C=S
gap between HOMO and LUMO: 9.12 eV
HOMO: -8.49 eV

Mulliken atomic charge list, values in e, 2 entries: -1.20, 0.18


#B
Formula: C4H7NS
Source: the Open Molecules 2025 dataset
Level of theory: ωB97M-V/def2-TZVPD

```
13
C4H7NS ωB97M-V/def2-TZVPD
C 1.5425 0.7848 -0.2504
S 1.8374 -0.9804 -0.1965
C 0.7618 -0.0105 0.7413
C -0.7196 -0.1900 0.6886
C -1.4949 0.1547 -0.5292
N -1.3273 -1.2389 -0.0993
H 1.1758 1.0267 -1.2477
H 2.4127 1.2976 0.1178
H 1.0910 0.0290 1.7364
H -1.1660 -0.2311 1.6576
H -2.4619 0.6311 -0.5166
H -0.9698 0.4767 -1.4525
H -0.6819 -1.7497 -0.6494
```

## Properties
SMILES string: C1S[C@@H]1[C@H]1CN1
gap between HOMO and LUMO: 9.74 eV
HOMO: -8.82 eV

Mulliken atomic charge list, values in e, 2 entries: -0.73, -0.19


Last place for stability: #B


#A
Formula: CH6NO
Source: the Open Molecules 2025 dataset
Level of theory: ωB97M-V/def2-TZVPD

```
9
CH6NO ωB97M-V/def2-TZVPD
C 0.0105 0.1123 -0.6208
N -0.3811 0.0098 0.7922
O -0.8916 -0.5004 -1.3944
H 0.4663 1.0426 -0.9287
H 2.0595 -1.1407 -0.4292
H -0.6034 -0.9813 0.9906
H 0.3838 0.3197 1.4080
H -1.2358 0.5649 0.9985
H -0.8137 -0.2911 -2.3384
```

## Properties
gap between HOMO and LUMO (spin up / spin down): 9.15 / 10.14 eV
charge: +1
HOMO (spin up / spin down): -13.93 / -14.96 eV

Mulliken atomic charge list, values in e, 2 entries: -0.31, -0.26


#B
Formula: CH6NO
Source: the Open Molecules 2025 dataset
Level of theory: ωB97M-V/def2-TZVPD

```
9
CH6NO ωB97M-V/def2-TZVPD
N 1.8467 0.0862 -0.7271
H 1.9968 1.0327 -0.4135
H 0.8877 -0.0547 -1.2046
H 2.6469 -0.3456 -1.2088
H 1.6407 -0.5525 0.0917
O -0.9384 -0.2009 -0.0941
C -1.5155 0.0907 0.9343
H -2.5558 -0.1158 1.1011
H -0.9434 0.4952 1.8706
```

## Properties
gap between HOMO and LUMO: 10.64 eV
charge: +1
HOMO: -14.77 eV

Mulliken atomic charge list, values in e, 2 entries: -0.54, 0.35


Last place for stability: #A